i | 84
Properties=species:S:1:pos:R:3:lowdin_charge:R:1 method="wB97M-V/def2-TZVPD" total_charge=+3 homo_lumo_gap_ev=6.00 homo_energy_ev=-15.88
Ta 0.61329 0.53361 -0.40768 2.017
C 1.87686 1.60817 3.79502 0.030
C 1.65831 1.51980 2.33260 -0.195
N 1.05693 0.53549 1.73358 -0.072
N 0.60198 -0.51986 2.48882 0.121
C 0.00242 -1.36935 1.72382 -0.321
O -0.09248 -1.07863 0.39969 -0.219
C -0.56569 -2.61075 2.20656 -0.160
C -1.25570 -3.44774 1.32358 -0.015
C -1.80004 -4.63266 1.78251 -0.044
C -1.65640 -4.98432 3.11933 -0.025
C -0.97193 -4.15300 4.00102 -0.035
C -0.42680 -2.96742 3.55250 -0.002
C 2.15472 2.53754 1.40779 -0.196
C 2.88577 3.62900 1.81764 0.054
C 3.37797 4.51607 0.86234 0.039
C 3.12059 4.27172 -0.47188 0.024
C 2.36095 3.16607 -0.81987 -0.059
N 1.87454 2.30742 0.09578 -0.018
H 1.36927 0.79804 4.30552 0.088
H 2.94804 1.55057 4.00792 0.124
H 1.52200 2.56786 4.17518 0.116
H -1.37315 -3.16607 0.28647 0.106
H -2.33642 -5.28304 1.10581 0.119
H -2.08156 -5.91260 3.47682 0.124
H -0.86555 -4.43572 5.03899 0.123
H 0.10812 -2.31712 4.23034 0.119
H 3.08315 3.78651 2.86762 0.137
H 3.95879 5.37657 1.16845 0.143
H 3.49105 4.91801 -1.25567 0.137
H 2.13988 2.94711 -1.85243 0.092
C -4.73924 4.38026 -4.34613 -0.004
C -4.80354 2.86154 -4.41425 -0.269
C -6.19236 2.27892 -4.21940 -0.115
C -6.71818 2.59054 -2.82709 -0.105
C -5.72528 2.17166 -1.77750 -0.101
C -6.12845 1.89893 -0.49416 0.110
C -5.21119 1.47972 0.47787 -0.234
F -5.66303 1.23244 1.69624 0.134
C -3.88814 1.30346 0.20596 0.090
C -3.43882 1.57926 -1.09702 -0.040
C -2.07436 1.42072 -1.46375 -0.175
O -1.24161 0.94916 -0.52156 -0.176
C -1.66143 1.70389 -2.74665 -0.009
C -2.61493 2.13576 -3.67226 0.081
N -3.88103 2.29185 -3.36281 0.066
C -4.35311 2.02205 -2.08426 -0.032
C -0.23707 1.58633 -3.18557 -0.467
O 0.14064 1.61503 -4.30929 0.183
O 0.59620 1.49621 -2.11245 -0.235
H -5.40894 4.79993 -5.09582 0.108
H -3.73299 4.74302 -4.55666 0.092
H -5.04324 4.75602 -3.36902 0.093
H -4.39218 2.51112 -5.36029 0.155
H -6.16143 1.19866 -4.37835 0.137
H -6.84804 2.69572 -4.98238 0.140
H -7.66150 2.07461 -2.65208 0.139
H -6.92841 3.65750 -2.72093 0.136
H -7.17096 1.99048 -0.21402 0.156
H -3.21353 0.95500 0.97331 0.138
H -2.31030 2.36218 -4.68701 0.171
C 1.88166 -2.93106 -2.82106 0.013
C 1.13786 -2.06394 -2.06147 -0.076
N 1.67605 -0.90421 -1.61906 -0.101
C 2.94306 -0.58994 -1.92724 -0.061
C 3.76946 -1.42923 -2.65765 -0.160
C 3.20905 -2.62500 -3.09942 0.061
C 5.19275 -1.12977 -2.90535 -0.018
C 5.77292 -0.00992 -3.34449 0.002
C 5.17303 1.25401 -3.81032 -0.253
C 5.99002 2.21005 -4.39862 0.022
C 5.38752 3.37540 -4.85013 -0.083
N 4.07264 3.56579 -4.77046 0.103
C 3.37760 2.57795 -4.22514 -0.210
N 3.84680 1.44568 -3.71602 0.131
H 1.43692 -3.85080 -3.17291 0.134
H 0.12078 -2.27877 -1.76691 0.118
H 3.32396 0.35631 -1.56346 0.113
H 3.81145 -3.31912 -3.67256 0.147
H 5.84475 -1.97867 -2.72900 0.129
H 6.85076 -0.04814 -3.45147 0.123
H 7.05453 2.05444 -4.50336 0.125
H 5.97012 4.16863 -5.30307 0.126
H 2.29724 2.69567 -4.21858 0.092

***

ii | 84
Properties=species:S:1:pos:R:3:lowdin_charge:R:1 method="wB97M-V/def2-TZVPD" total_charge=+3 homo_lumo_gap_ev=6.01 homo_energy_ev=-15.84
Ta -0.78439 0.89801 -0.12576 1.986
C -3.08612 3.17399 -3.24741 0.032
C -2.15518 2.31115 -2.48717 -0.203
N -2.14940 2.19195 -1.20566 -0.108
N -2.88961 3.03865 -0.39270 0.140
C -2.20859 3.23474 0.69479 -0.311
O -1.04364 2.52443 0.83063 -0.183
C -2.57981 4.15503 1.73763 -0.161
C -1.80662 4.26317 2.89843 -0.006
C -2.18474 5.15039 3.88635 -0.039
C -3.32690 5.92593 3.72381 -0.020
C -4.09933 5.82004 2.57082 -0.033
C -3.73039 4.93879 1.57657 0.001
C -1.00784 1.61506 -3.12496 -0.187
C -0.77219 1.64829 -4.47604 0.033
C 0.41443 1.11303 -4.98248 0.011
C 1.33262 0.57074 -4.10353 0.013
C 1.03126 0.56367 -2.75308 -0.077
N -0.10632 1.06856 -2.25835 -0.032
H -3.81426 3.62874 -2.58399 0.092
H -2.53069 3.95829 -3.76775 0.121
H -3.60284 2.58193 -4.00779 0.115
H -0.91963 3.65740 3.02343 0.114
H -1.59305 5.24226 4.78686 0.120
H -3.61740 6.62031 4.50115 0.125
H -4.98491 6.42929 2.45333 0.123
H -4.31976 4.84912 0.67416 0.120
H -1.49378 2.10130 -5.14248 0.140
H 0.60698 1.12845 -6.04759 0.137
H 2.27300 0.16244 -4.44660 0.136
H 1.72380 0.15492 -2.02854 0.104
C 3.41128 -0.57057 6.00122 -0.001
C 2.76846 -1.75648 5.29842 -0.268
C 3.68555 -2.95123 5.10670 -0.114
C 4.86814 -2.58950 4.21983 -0.104
C 4.41457 -1.90732 2.95477 -0.096
C 5.23261 -1.85275 1.85433 0.109
C 4.80960 -1.23708 0.67041 -0.234
F 5.64452 -1.20690 -0.35618 0.133
C 3.57165 -0.68466 0.53864 0.082
C 2.69850 -0.73876 1.63632 -0.044
C 1.38916 -0.20615 1.56522 -0.171
O 0.97522 0.37721 0.40247 -0.201
C 0.55157 -0.29412 2.66050 -0.011
C 1.05758 -0.82146 3.84815 0.084
N 2.27598 -1.30586 3.94410 0.066
C 3.12863 -1.32290 2.85378 -0.032
C -0.88843 0.13446 2.65294 -0.479
O -1.48084 0.53003 3.59835 0.213
O -1.43826 -0.03866 1.41232 -0.163
H 3.75947 -0.88432 6.98490 0.109
H 2.69418 0.23902 6.14342 0.095
H 4.26551 -0.18142 5.44568 0.094
H 1.87271 -2.06738 5.83359 0.155
H 3.12151 -3.77784 4.66803 0.136
H 4.02624 -3.28242 6.08642 0.141
H 5.42968 -3.48480 3.95613 0.139
H 5.56657 -1.93671 4.74889 0.137
H 6.22356 -2.29095 1.87907 0.157
H 3.28365 -0.20571 -0.38416 0.120
H 0.44028 -0.83714 4.73830 0.173
C -3.94148 -1.88735 -1.34520 0.016
C -3.24672 -0.74834 -1.01695 -0.084
N -1.89525 -0.71320 -1.05158 -0.108
C -1.22649 -1.81697 -1.43654 -0.066
C -1.85619 -2.98515 -1.81787 -0.184
C -3.24468 -3.02136 -1.73699 0.061
C -1.03715 -4.12793 -2.29364 -0.021
C -0.41407 -4.17121 -3.46979 -0.002
C -0.48398 -3.17314 -4.55969 -0.256
C 0.36509 -3.27805 -5.65236 0.020
C 0.25723 -2.30986 -6.64083 -0.086
N -0.64713 -1.33556 -6.57914 0.097
C -1.45286 -1.35936 -5.52235 -0.213
N -1.40064 -2.19636 -4.49715 0.144
H -5.02159 -1.88484 -1.29586 0.136
H -3.75967 0.14868 -0.69415 0.124
H -0.14450 -1.75170 -1.47067 0.127
H -3.77754 -3.92472 -2.00735 0.148
H -0.95322 -4.98024 -1.62803 0.130
H 0.18659 -5.04669 -3.69006 0.125
H 1.08727 -4.07947 -5.73298 0.125
H 0.90600 -2.32046 -7.50898 0.126
H -2.23254 -0.60435 -5.49051 0.113

***

Energies relative to the most stable structure, in hartree: i 0.0000; ii 0.0145.

***

i | 22
Properties=species:S:1:pos:R:3:lowdin_charge:R:1 method="wB97M-V/def2-TZVPD" homo_lumo_gap_ev=9.46 homo_energy_ev=-8.90
H -2.64673 1.27227 -0.80442 0.042
N -1.89482 0.87714 -1.36773 0.067
C -0.84574 1.58793 -1.35651 -0.467
N -0.71071 2.91149 -1.04555 0.049
H 0.09228 1.09054 -1.78705 0.081
H -1.30383 3.21450 -0.27934 0.081
H 0.21953 3.28285 -0.92854 0.077
C 1.14673 -0.73599 -1.44638 -0.025
C 0.75303 -1.40529 -0.33001 -0.277
C -0.63932 -1.96057 -0.20362 -0.112
H 0.48503 -0.57310 -2.29102 0.063
H 2.19288 -0.62297 -1.66613 0.055
H 1.51007 -1.98821 0.18778 0.095
H -0.69697 -2.97774 -0.60917 0.081
H -0.94206 -2.03520 0.83869 0.059
H -1.34327 -1.33693 -0.74523 0.043
C 0.95713 -0.40497 2.61414 -0.067
C 0.45991 0.31174 1.43804 -0.274
N -0.08781 1.28163 1.08035 0.182
H 1.27772 0.30029 3.37980 0.086
H 0.19538 -1.09107 3.00849 0.091
H 1.82157 -0.99834 2.31339 0.070

***

ii | 22
Properties=species:S:1:pos:R:3:lowdin_charge:R:1 method="wB97M-V/def2-TZVPD" homo_lumo_gap_ev=8.74 homo_energy_ev=-7.88
C -1.94600 -0.35781 -1.09451 0.002
C -1.58629 0.35111 -0.01813 -0.208
N -0.64273 -0.04986 0.98221 -0.317
C -1.03532 0.31225 2.34596 -0.088
N -0.23251 -1.41653 0.98913 0.049
H -1.44166 -1.26335 -1.39243 0.041
H -2.66645 0.05977 -1.77694 0.043
H -2.06731 1.28866 0.22050 0.103
H -1.91048 -0.24963 2.68594 0.080
H -0.20064 0.08886 3.00695 0.077
H -1.26476 1.37472 2.39170 0.074
H -1.02993 -2.02675 0.80484 0.080
H 0.42868 -1.52970 0.22314 0.053
C 2.14768 -0.69913 -2.27494 -0.128
C 1.32336 0.10076 -1.37091 -0.090
C 1.22640 0.72427 -0.30312 -0.207
N 1.47298 1.86159 0.42044 0.064
H 2.88003 -1.28699 -1.71425 0.079
H 1.53087 -1.39336 -2.84897 0.057
H 2.67611 -0.07509 -2.99865 0.072
H 0.71863 2.53257 0.32052 0.086
H 1.61934 1.65366 1.40151 0.080

***

iii | 22
Properties=species:S:1:pos:R:3:lowdin_charge:R:1 method="wB97M-V/def2-TZVPD" homo_lumo_gap_ev=9.42 homo_energy_ev=-8.62
H -2.20700 -2.34845 0.11753 0.036
N -1.21774 -2.12777 0.06993 0.072
C -0.86817 -1.19741 0.86325 -0.340
N 0.39563 -0.69370 0.88542 -0.241
C 0.87925 0.12722 1.96644 -0.070
C 1.41156 -1.29446 0.05165 -0.075
H -1.51666 -0.73767 1.62149 0.124
H 1.56734 -0.43304 2.60680 0.086
H 1.42057 0.98260 1.54980 0.086
H 0.04578 0.49173 2.56312 0.085
H 2.09303 -1.90644 0.64737 0.087
H 1.98729 -0.52038 -0.46099 0.076
H 0.92767 -1.95120 -0.66590 0.070
H -2.64685 0.69976 -0.22026 0.041
N -2.16808 1.56551 0.03187 0.089
C -1.00588 1.67213 -0.45006 -0.277
C -0.44548 0.88414 -1.61088 -0.170
C 0.61662 1.28768 -2.29872 0.006
H -0.47566 2.59554 -0.22871 0.100
H -1.01394 0.00890 -1.90220 0.095
H 1.17555 2.17009 -2.02385 0.059
H 1.04519 0.72523 -3.11313 0.059

***

iv | 22
Properties=species:S:1:pos:R:3:lowdin_charge:R:1 method="wB97M-V/def2-TZVPD" homo_lumo_gap_ev=7.66 homo_energy_ev=-7.11
C -0.22486 0.16052 2.24976 -0.084
C -0.15924 -1.82374 0.85095 -0.097
C 0.45281 1.01898 -2.54589 -0.053
N -0.12946 -0.36272 0.88821 -0.207
C -0.98015 0.33481 -0.55486 -0.173
C 0.12892 0.69257 -1.13685 -0.175
N -2.30300 0.52891 -0.53730 0.117
C 1.28322 0.22898 -0.09360 -0.367
N 2.27907 -0.52056 -0.52986 -0.012
H -2.62095 1.48042 -0.40144 0.107
H -2.83883 -0.17360 -0.04346 0.099
H 3.17966 -0.07735 -0.35511 0.005
H 1.51958 1.05764 0.59432 0.112
H 0.70947 0.00003 2.80081 0.094
H -0.41702 1.23546 2.23669 0.084
H -1.03549 -0.32301 2.80197 0.081
H 0.43671 -2.25966 0.05041 0.076
H -1.17643 -2.20230 0.70265 0.078
H 0.22806 -2.33077 1.73910 0.086
H 1.38430 0.51362 -2.82276 0.073
H 0.60919 2.09857 -2.64093 0.078
H -0.32555 0.72320 -3.25281 0.079

***

Energies relative to the most stable structure, in hartree: i 0.0404; ii 0.1052; iii 0.0000; iv 0.0981.

***

i | 8
Properties=species:S:1:pos:R:3:lowdin_charge:R:1 method="wB97M-V/def2-TZVPD" homo_lumo_gap_ev=7.61 homo_energy_ev=-9.52
S 1.48988 0.24662 2.32068 0.888
C 0.61819 0.04667 1.09256 -0.988
N -0.61976 -0.67938 0.98534 0.085
C -0.87902 -0.37579 -0.25884 -0.174
C 0.13944 0.28678 -0.97918 -0.198
N 1.07745 0.50472 -0.20519 0.055
H -2.04623 -0.49781 -0.83828 0.183
H 0.22005 0.46817 -2.11709 0.148

***

ii | 8
Properties=species:S:1:pos:R:3:lowdin_charge:R:1 method="wB97M-V/def2-TZVPD" homo_lumo_gap_ev=7.29 homo_energy_ev=-9.72
S -0.68049 1.79986 -0.33404 0.826
C -0.12629 0.32442 -0.06168 -0.767
C 1.20171 -0.11601 0.43573 -0.184
N 1.27755 -1.39388 0.52648 0.050
N -0.00120 -1.95302 0.10145 0.046
C -0.78865 -0.99478 -0.23627 -0.179
H 2.02518 0.51777 0.68867 0.103
H -1.79255 -1.16900 -0.56618 0.104

***

Energies relative to the most stable structure, in hartree: i 0.0174; ii 0.0000.

***

i | 14
Properties=species:S:1:pos:R:3:lowdin_charge:R:1 method="wB97M-V/def2-TZVPD" homo_lumo_gap_ev=9.37 homo_energy_ev=-8.98
C -0.41099 -2.32902 0.38061 -0.044
C -0.90393 -1.16680 0.89957 -0.254
N -0.99639 0.20927 0.84650 0.072
C -0.54295 1.12584 -0.19418 -0.351
O -0.89019 2.24307 -0.18822 0.120
C 0.72876 0.66792 -1.05994 -0.339
N 1.58226 1.70745 -0.89154 0.105
O 0.63868 -0.27780 -2.00638 -0.055
H -0.38080 -3.26076 0.88240 0.019
H -0.21728 -2.27037 -0.83046 0.095
H -0.91173 -1.59129 2.15996 0.165
H -1.57909 0.49732 1.61284 0.129
H 1.10804 2.46254 -0.41969 0.067
H 2.77558 1.98262 -1.19148 0.271

***

ii | 14
Properties=species:S:1:pos:R:3:lowdin_charge:R:1 method="wB97M-V/def2-TZVPD" homo_lumo_gap_ev=8.35 homo_energy_ev=-8.08
C -1.31801 1.39897 0.00854 -0.013
C 0.26286 -0.14930 1.13760 -0.068
C 0.90065 -1.12856 0.70399 -0.419
C 0.45411 -0.07298 -1.15403 -0.506
H -1.35253 2.33195 0.69611 0.073
H -1.37413 1.64303 -1.37744 0.166
H -2.19858 0.32714 0.33426 0.183
H 0.12375 0.24501 2.17053 0.157
H 1.51905 -2.19679 2.24449 0.249
H -0.32004 0.40051 -2.80039 0.017
N -0.04448 0.48728 -0.06313 -0.128
N 0.41314 -0.14802 -2.40144 0.155
O 1.93180 -1.85103 1.21358 0.028
O 1.00242 -1.28722 -0.71267 0.104

***

Energies relative to the most stable structure, in hartree: i 0.0000; ii 0.0737.